(1)
75
Properties=species:S:1:pos:R:3:forces:R:3 method="wB97M-V/def2-TZVPD" orbital_gap_ev="4.10 / 3.81" e_homo_ev="-13.72 / -13.94" charge=+2 spin_multiplicity=1
C -3.62585 1.69093 -0.34374 -0.4 0.2 -0.7
C -2.76330 2.03390 0.70745 0.6 -0.3 -0.1
C -2.79186 3.33820 1.21620 0.0 0.8 -0.1
C -3.67163 4.28203 0.68408 0.4 -0.3 0.4
C -4.53602 3.92993 -0.35182 0.1 -0.2 0.0
C -4.51273 2.63046 -0.86331 0.2 -0.5 0.1
P -1.66180 0.74435 1.39664 -5.0 1.9 4.1
C -1.04376 1.48833 2.94364 0.6 0.3 0.1
C 0.31087 1.84265 3.00045 -0.6 0.5 0.3
C 0.83149 2.43917 4.14566 0.0 0.0 -0.1
C 0.00680 2.67261 5.24815 -0.1 -0.2 -0.3
C -1.33917 2.30824 5.20197 0.1 -0.1 -0.2
C -1.86579 1.71827 4.05265 0.1 0.0 -0.1
Sc 0.00000 0.00000 0.00000 3.4 -2.3 6.1
P 1.59670 -0.63052 -1.52215 4.5 -1.5 -5.1
C 2.28050 0.76177 -2.49392 0.1 0.3 0.1
C 2.11790 0.86257 -3.88129 -0.1 0.2 0.0
C 2.65340 1.95082 -4.57203 0.0 -0.1 0.3
C 3.35597 2.94024 -3.88498 -0.1 -0.2 0.1
C 3.52069 2.84226 -2.50115 0.0 -0.1 0.1
C 2.98160 1.76364 -1.80416 -0.3 0.2 -0.3
C 3.06515 -1.42385 -0.78584 -0.3 0.9 -0.9
C 2.88071 -2.65100 -0.13444 0.5 -1.7 0.8
C 3.96646 -3.31569 0.42832 -0.8 -0.1 -0.2
C 5.24259 -2.75223 0.35912 -0.4 -0.8 0.4
C 5.42914 -1.52395 -0.27524 -0.6 1.6 -1.0
C 4.34416 -0.85999 -0.84876 1.5 0.1 0.6
C 1.06848 -1.81805 -2.81154 -0.7 -0.5 0.2
C -0.22377 -2.35809 -2.74797 0.2 -0.2 0.0
C -0.67496 -3.22540 -3.74016 0.1 0.0 0.0
C 0.16472 -3.57647 -4.79924 0.0 0.2 0.3
C 1.45569 -3.05244 -4.86278 0.0 0.2 0.2
C 1.90590 -2.17385 -3.87664 0.2 -0.4 0.1
C -2.83719 -0.54019 1.96163 0.0 -0.4 -0.2
C -4.21678 -0.31160 2.04383 0.0 -0.2 0.0
C -5.06933 -1.32375 2.48681 0.2 0.1 0.0
C -4.55149 -2.56574 2.85316 0.2 0.2 -0.1
C -3.17627 -2.79695 2.77236 0.0 0.1 -0.1
C -2.32020 -1.79407 2.32336 -0.2 0.1 -0.1
H 1.87922 -3.06623 -0.05615 0.3 -0.1 -0.1
H 3.81543 -4.26429 0.93557 0.0 0.2 -0.1
H 6.08793 -3.26507 0.80924 -0.1 0.1 0.0
H 6.41883 -1.07777 -0.31941 -0.2 -0.1 -0.1
H 4.48809 0.09973 -1.33614 0.1 -0.3 0.1
H 1.57324 0.09441 -4.42126 0.1 0.3 0.0
H 2.51988 2.02294 -5.64792 0.0 0.0 0.2
H 3.77130 3.78688 -4.42473 -0.1 -0.1 0.1
H 4.06469 3.61225 -1.96115 -0.1 -0.1 -0.1
H 3.09788 1.68554 -0.72581 0.0 0.2 0.0
H -0.86707 -2.09997 -1.91209 -0.1 0.0 -0.2
H -1.67950 -3.63533 -3.68176 0.2 0.1 0.0
H -0.18394 -4.26127 -5.56726 0.1 0.1 0.1
H 2.11642 -3.32724 -5.68028 -0.1 0.1 0.1
H 2.91089 -1.76735 -3.93082 -0.1 -0.1 -0.1
H -4.62474 0.65401 1.76191 0.0 -0.1 0.1
H -6.13840 -1.13884 2.54514 0.2 0.0 0.0
H -5.21719 -3.35229 3.19751 0.1 0.1 0.0
H -2.76881 -3.76409 3.05367 -0.1 0.2 0.0
H -1.24934 -1.96915 2.25104 -0.3 -0.1 0.2
H 0.95225 1.62803 2.14949 0.2 0.2 0.1
H 1.88353 2.70702 4.18446 -0.2 0.0 0.0
H 0.41569 3.12773 6.14593 -0.1 -0.1 -0.2
H -1.97993 2.47767 6.06303 0.1 0.0 -0.2
H -2.91164 1.42781 4.01922 0.1 0.0 0.0
H -2.12340 3.61593 2.02494 -0.1 0.0 -0.1
H -3.67963 5.29314 1.08138 0.0 -0.2 0.0
H -5.22055 4.66581 -0.76458 0.1 -0.1 0.0
H -5.17989 2.35151 -1.67424 0.1 0.0 0.1
H -3.59094 0.68587 -0.75395 0.0 0.1 0.0
H -0.19756 1.29485 -0.81878 -0.7 3.5 -2.5
H -1.05952 -0.16345 -1.11265 -3.0 -0.5 -2.9
F 0.57086 -0.71262 3.06393 1.0 -0.7 -0.3
C 1.08419 -1.03147 1.82916 -1.5 0.5 0.3
F 2.41614 -0.66766 1.84266 -0.2 -0.5 0.4
F 0.97052 -2.40052 1.77979 0.7 -0.1 0.3

=====

(2)
83
Properties=species:S:1:pos:R:3:forces:R:3 method="wB97M-V/def2-TZVPD" orbital_gap_ev="5.76 / 5.80" e_homo_ev="-9.11 / -9.92" charge=+1 relative_energy_kcal_mol=10.6 spin_multiplicity=3
Pt 0.18821 -1.37758 -0.03999 -0.3 -0.1 -0.3
O 0.06298 4.13041 0.87099 0.0 0.0 0.0
C 0.65090 3.30095 1.45890 0.0 0.0 0.0
O 0.61739 1.93915 0.98431 -0.1 -0.2 -0.1
C 1.47201 3.35819 2.68586 -0.1 0.1 0.0
C 1.64216 4.49862 3.45679 0.0 -0.1 0.0
C 2.39218 4.38538 4.61555 0.0 0.0 0.0
C 2.93564 3.15826 4.99568 0.0 0.1 0.0
C 2.74988 2.02034 4.22349 0.0 0.0 0.0
C 2.02844 2.13979 3.04535 0.0 0.0 0.1
P 1.51717 0.92455 1.81944 0.3 0.9 0.6
C 2.94942 0.49447 0.86079 0.0 -0.3 -0.1
C 2.87542 0.51004 -0.53274 0.0 0.1 0.0
C 4.01318 0.23878 -1.27467 0.0 0.0 0.0
C 5.21130 -0.05125 -0.63340 0.0 0.0 0.0
C 5.28525 -0.05730 0.75321 0.0 0.0 0.0
C 4.15510 0.22080 1.50552 0.0 0.0 0.0
C 0.61443 -0.30509 2.71716 -0.1 -0.1 -0.1
C -0.71571 -0.05946 3.06703 0.1 0.0 0.0
C -1.36837 -0.95627 3.89495 0.0 0.0 0.0
C -0.69448 -2.06332 4.39260 0.0 0.0 0.0
C 0.64322 -2.27922 4.07821 0.0 0.0 0.0
C 1.30588 -1.39999 3.24134 0.0 0.0 0.0
H 1.18604 5.43248 3.15965 0.0 0.0 0.0
H 2.54492 5.25240 5.24279 0.0 0.0 0.0
H 3.50302 3.09138 5.91360 0.0 0.0 0.0
H 3.14922 1.07042 4.55420 0.0 0.0 0.0
H 1.94448 0.76229 -1.02761 0.0 0.0 0.0
H 3.96940 0.27305 -2.35462 0.0 0.0 0.0
H 6.09766 -0.25714 -1.21820 0.0 0.0 0.0
H 6.22341 -0.26537 1.24873 0.0 0.0 0.0
H 4.22837 0.24485 2.58515 0.0 0.0 0.0
H -1.24112 0.80492 2.68368 0.0 0.0 0.0
H -2.40599 -0.78525 4.14687 0.0 0.0 0.0
H -1.21094 -2.75701 5.04153 0.0 0.0 0.0
H 1.16868 -3.12916 4.49249 0.0 0.0 0.0
H 2.34862 -1.56014 2.99462 0.0 0.0 0.0
C -1.25530 -4.39490 -2.25146 -0.1 0.0 0.0
Sb -1.14228 -2.27371 -2.12991 0.1 -0.2 0.1
C -3.22460 -1.89158 -2.16301 0.0 0.1 0.0
C -0.53549 -1.86364 -4.11823 0.0 0.1 0.0
H -1.74326 -4.65686 -3.18959 0.0 0.0 0.0
H -1.86203 -4.76170 -1.42485 0.0 0.0 0.0
H -0.27727 -4.86962 -2.21666 0.0 0.0 0.0
H -3.71570 -2.79361 -2.52223 0.0 0.0 0.0
H -3.43975 -1.06541 -2.83319 0.0 0.1 0.0
H -3.58250 -1.64924 -1.16546 0.0 0.0 0.0
H -1.39136 -1.99248 -4.77782 0.0 0.0 0.0
H 0.24785 -2.56290 -4.40327 0.0 0.0 0.0
H -0.16740 -0.84454 -4.20186 0.0 0.0 0.0
F -2.09102 1.13979 -2.63836 -0.1 0.1 0.0
C -3.11751 2.02209 -2.54393 0.0 -0.1 0.0
C -3.49750 2.66303 -3.69088 0.0 0.0 0.0
F -2.83605 2.36261 -4.80892 0.0 0.0 0.1
C -4.56073 3.59386 -3.71927 0.1 0.0 0.1
C -5.21550 3.75995 -2.47634 0.0 0.0 0.1
C -4.82655 3.10653 -1.33428 0.0 0.0 -0.1
F -5.50803 3.34561 -0.21131 0.0 0.0 0.0
C -3.74318 2.21389 -1.30004 0.0 0.1 -0.2
C -3.31538 1.55461 -0.10636 -0.1 -0.1 0.1
C -2.20884 0.73031 -0.06857 0.3 0.1 0.0
N -1.26018 0.07932 0.07172 0.2 -0.3 -0.1
C -3.92426 1.65697 1.17244 0.0 0.0 0.0
N -4.30807 1.64171 2.25879 0.0 0.0 0.2
F -6.24528 4.59442 -2.38475 0.1 0.0 0.0
C -4.92036 4.31387 -4.88753 0.0 0.0 0.0
C -4.17311 4.24159 -6.08896 0.1 0.0 0.0
N -3.57396 4.22756 -7.07230 0.0 0.0 -0.1
C -6.03876 5.18054 -4.95124 0.0 0.0 0.0
N -6.94132 5.88546 -5.07032 -0.1 0.1 0.0
C 2.65721 -3.85645 -1.89973 0.0 0.0 0.0
Sb 1.89573 -3.26291 -0.01596 -0.2 0.1 0.1
C 3.70331 -3.35717 1.09329 0.0 0.0 0.0
C 1.02744 -5.05118 0.71116 0.0 0.0 0.0
H 3.12908 -4.83295 -1.80851 0.0 0.0 0.0
H 3.39781 -3.12737 -2.22424 0.0 0.0 0.0
H 1.86595 -3.90648 -2.64467 0.0 0.0 0.0
H 4.16364 -4.31833 0.87028 0.0 0.0 0.0
H 3.50417 -3.30568 2.16100 0.0 0.0 0.0
H 4.37801 -2.55526 0.80901 0.0 0.0 0.0
H 1.71147 -5.88337 0.55496 0.0 0.0 0.0
H 0.08194 -5.25314 0.21468 0.0 0.0 0.0
H 0.84156 -4.93121 1.77743 0.0 0.0 0.0

=====

We obtain energy values of -3171.2839; -3138.9372 Eh for the records listed above, in that order.